{"formula": "C51H103NO25", "method": "ωB97M-V/def2-TZVPD", "symbols": ["C", "O", "N", "C", "C", "H", "H", "H", "H", "H", "H", "H", "O", "C", "O", "C", "C", "C", "H", "H", "H", "H", "H", "H", "H", "H", "O", "C", "O", "C", "C", "C", "H", "H", "H", "H", "H", "H", "H", "H", "O", "C", "O", "C", "C", "C", "H", "H", "H", "H", "H", "H", "H", "H", "O", "C", "O", "C", "C", "C", "H", "H", "H", "H", "H", "H", "H", "H", "O", "C", "O", "C", "C", "C", "H", "H", "H", "H", "H", "H", "H", "H", "O", "C", "O", "C", "C", "C", "H", "H", "H", "H", "H", "H", "H", "H", "O", "C", "O", "C", "C", "C", "H", "H", "H", "H", "H", "H", "H", "H", "O", "C", "O", "C", "C", "C", "H", "H", "H", "H", "H", "H", "H", "H", "O", "C", "O", "C", "C", "C", "H", "H", "H", "H", "H", "H", "H", "H", "O", "C", "O", "C", "C", "C", "H", "H", "H", "H", "H", "H", "H", "H", "O", "C", "O", "C", "C", "C", "H", "H", "H", "H", "H", "H", "H", "H", "O", "C", "O", "C", "C", "C", "H", "H", "H", "H", "H", "H", "H", "H"], "positions_angstrom": [[22.601, -3.792, 31.818], [22.943, -2.641, 31.606], [21.773, -4.207, 32.793], [21.581, -5.635, 33.137], [21.055, -3.266, 33.626], [22.909, -4.623, 31.165], [21.885, -5.896, 34.150], [22.218, -6.384, 32.666], [20.538, -5.938, 33.043], [21.543, -2.295, 33.542], [20.069, -3.174, 33.171], [21.118, -3.557, 34.675], [23.400, 5.153, 27.213], [22.521, 5.003, 26.403], [22.400, 5.711, 25.325], [23.385, 6.639, 24.893], [23.447, 7.903, 25.837], [21.358, 4.106, 26.676], [23.098, 6.924, 23.881], [24.299, 6.051, 24.804], [24.266, 8.550, 25.524], [23.622, 7.594, 26.868], [22.518, 8.472, 25.862], [20.892, 4.381, 27.623], [21.652, 3.061, 26.769], [20.579, 4.339, 25.950], [9.664, 2.253, 23.007], [8.992, 2.613, 22.017], [9.119, 3.828, 21.392], [9.932, 4.808, 21.955], [9.214, 5.708, 22.983], [7.984, 1.735, 21.332], [10.266, 5.449, 21.139], [10.848, 4.350, 22.328], [9.902, 6.416, 23.444], [8.724, 5.112, 23.753], [8.465, 6.387, 22.576], [8.502, 0.784, 21.212], [7.547, 2.185, 20.441], [7.258, 1.522, 22.117], [13.386, 8.514, 33.205], [12.551, 7.575, 33.231], [11.721, 7.288, 32.200], [11.538, 8.021, 31.047], [10.915, 9.396, 31.328], [12.539, 6.633, 34.382], [10.811, 7.486, 30.435], [12.484, 8.106, 30.511], [11.531, 10.025, 31.972], [10.008, 9.335, 31.929], [10.578, 9.821, 30.383], [13.534, 6.367, 34.738], [12.064, 5.692, 34.105], [12.088, 7.125, 35.243], [2.215, -0.416, 25.318], [2.047, 0.490, 26.125], [2.913, 1.153, 26.791], [4.250, 0.753, 26.792], [4.602, -0.323, 27.889], [0.615, 0.978, 26.410], [4.876, 1.628, 26.969], [4.595, 0.449, 25.804], [5.675, -0.506, 27.928], [4.213, -1.318, 27.670], [4.182, -0.116, 28.874], [0.207, 0.446, 27.269], [0.035, 0.589, 25.572], [0.452, 2.056, 26.441], [19.794, 3.630, 40.825], [20.559, 4.055, 39.958], [20.319, 3.999, 38.698], [19.117, 3.561, 38.213], [19.295, 3.419, 36.721], [21.876, 4.656, 40.306], [18.283, 4.209, 38.482], [18.804, 2.579, 38.567], [18.434, 2.904, 36.296], [20.213, 2.880, 36.489], [19.307, 4.404, 36.253], [22.263, 4.313, 41.266], [21.805, 5.743, 40.254], [22.636, 4.320, 39.601], [26.378, 6.991, 36.165], [26.624, 5.794, 36.333], [26.001, 4.766, 35.769], [24.808, 4.944, 35.016], [24.316, 3.718, 34.307], [27.625, 5.347, 37.344], [25.016, 5.731, 34.291], [24.034, 5.316, 35.688], [24.197, 2.908, 35.026], [25.016, 3.392, 33.539], [23.398, 3.925, 33.757], [27.106, 4.854, 38.166], [28.269, 6.102, 37.796], [28.196, 4.505, 36.951], [12.637, 0.974, 37.446], [11.663, 0.250, 37.324], [10.602, 0.147, 38.117], [10.569, 0.871, 39.332], [10.824, -0.060, 40.552], [11.612, -0.739, 36.208], [9.556, 1.270, 39.372], [11.261, 1.708, 39.241], [11.842, -0.446, 40.508], [10.053, -0.830, 40.520], [10.701, 0.556, 41.443], [12.073, -0.408, 35.277], [10.629, -1.190, 36.076], [12.239, -1.560, 36.557], [9.919, -8.933, 31.583], [10.831, -8.656, 32.381], [11.273, -7.443, 32.740], [10.676, -6.251, 32.187], [11.799, -5.567, 31.333], [11.538, -9.800, 33.048], [10.367, -5.572, 32.982], [9.801, -6.372, 31.549], [12.653, -5.208, 31.906], [11.388, -4.748, 30.743], [12.107, -6.318, 30.605], [12.615, -9.639, 33.106], [11.348, -10.830, 32.748], [11.270, -9.795, 34.104], [16.634, 4.334, 23.235], [15.733, 4.139, 24.044], [15.054, 5.131, 24.862], [15.443, 6.526, 24.751], [16.417, 6.830, 25.874], [15.344, 2.725, 24.315], [14.650, 7.274, 24.763], [15.937, 6.720, 23.799], [16.448, 7.918, 25.923], [17.397, 6.385, 25.698], [16.098, 6.423, 26.834], [15.406, 2.576, 25.392], [15.969, 1.999, 23.796], [14.297, 2.609, 24.033], [22.949, 11.480, 30.643], [22.923, 10.859, 31.711], [22.023, 9.844, 32.016], [20.982, 9.612, 31.091], [20.122, 8.414, 31.545], [23.915, 11.139, 32.830], [21.519, 9.410, 30.164], [20.360, 10.492, 30.928], [19.123, 8.469, 31.113], [20.077, 8.376, 32.634], [20.562, 7.472, 31.218], [23.857, 12.149, 33.236], [24.910, 10.929, 32.436], [23.792, 10.362, 33.585], [9.960, -4.234, 25.022], [9.739, -4.395, 23.838], [10.758, -4.461, 22.886], [12.146, -4.349, 23.290], [13.071, -4.740, 22.100], [8.342, -4.421, 23.325], [12.266, -5.114, 24.057], [12.299, -3.391, 23.787], [12.861, -4.168, 21.196], [12.901, -5.801, 21.921], [14.126, -4.657, 22.364], [8.263, -3.487, 22.768], [7.664, -4.377, 24.176], [8.302, -5.348, 22.752], [15.117, 3.338, 29.970], [14.954, 2.134, 30.101], [13.807, 1.531, 29.842], [12.667, 2.209, 29.267], [11.596, 1.137, 28.903], [16.080, 1.197, 30.462], [12.983, 2.641, 28.318], [12.300, 3.009, 29.910], [11.037, 0.790, 29.772], [11.988, 0.311, 28.309], [10.860, 1.545, 28.210], [15.866, 0.658, 31.385], [16.939, 1.860, 30.565], [16.048, 0.582, 29.562]], "forces_ev_per_a": [[0.25, 0.19, -0.48], [-0.29, -0.32, 0.13], [0.23, -1.67, 0.84], [0.15, -0.03, 0.24], [0.61, 0.46, -0.58], [0.26, -0.08, 0.08], [-0.24, 0.85, 0.58], [-0.02, 0.62, -1.17], [-0.02, 0.07, -0.19], [0.00, -0.03, -0.10], [-0.40, 0.06, 0.78], [-0.53, -0.14, -0.12], [0.89, -0.17, 0.04], [0.21, -0.08, 2.35], [-1.48, 0.35, -2.09], [0.30, 1.00, 0.91], [0.27, -1.19, -0.38], [-0.92, 0.32, -0.22], [-0.17, -0.01, 0.13], [0.41, 0.53, 0.32], [-0.07, 0.03, -0.04], [0.22, -0.11, -0.15], [-0.06, -0.11, -0.45], [0.42, 0.10, 0.24], [-0.10, 0.09, -0.37], [0.07, -0.75, -0.29], [-1.86, 1.34, -2.68], [2.03, 0.03, 1.75], [-1.20, -1.65, 0.10], [0.93, 1.58, 0.56], [0.06, -0.22, 0.02], [0.49, 0.04, 0.95], [-0.17, -0.11, -0.24], [-0.18, -0.03, 0.49], [0.37, -0.38, 0.17], [0.17, 0.00, 0.11], [-0.18, -0.41, -0.55], [-0.16, 0.00, -0.59], [0.12, -0.30, 0.16], [-0.41, 0.10, -0.24], [-2.69, -2.22, -0.27], [3.34, 3.01, -1.29], [-0.10, -1.96, 2.73], [-0.30, 2.03, -0.65], [-0.23, -0.25, 0.42], [-0.37, -0.79, 0.11], [0.27, -0.37, 0.07], [0.02, 0.12, -0.09], [0.44, 0.21, -0.72], [-0.25, -0.64, -0.06], [0.47, 0.44, 0.06], [0.21, 0.39, -0.49], [-0.39, 0.18, 0.29], [-0.42, -0.16, -0.12], [0.77, 0.97, 1.23], [-3.45, -1.58, -2.23], [1.26, 1.28, 1.51], [2.43, -1.04, 0.72], [-0.63, -0.14, -0.95], [-0.01, -0.77, -0.93], [-0.44, 0.28, 0.38], [-0.46, -0.50, -0.06], [0.07, 0.51, 0.16], [-0.33, 0.07, -0.50], [0.29, 0.56, -0.02], [0.20, 0.35, 0.32], [-0.04, 0.11, -0.04], [0.37, -0.11, 0.40], [0.62, 0.55, -1.29], [-0.83, -0.99, 4.14], [1.57, 0.91, -1.41], [-2.11, -1.44, -1.17], [-0.56, 0.57, -0.35], [0.97, -0.20, -0.36], [0.18, 0.37, 0.01], [0.48, -0.09, 0.64], [0.08, -0.17, -0.01], [-0.10, 0.00, -0.01], [0.30, 0.00, -0.12], [-0.61, 0.26, 0.15], [0.10, -0.02, 0.11], [-0.08, 0.26, -0.35], [-0.06, -2.21, -0.33], [-0.30, 2.94, 0.60], [0.26, -1.22, 0.11], [-0.44, 1.68, -0.54], [0.82, -0.59, -0.01], [0.38, -1.27, 0.41], [-0.17, 0.14, -0.02], [0.01, 0.10, 0.11], [-0.29, -0.12, -0.17], [0.20, -0.07, 0.11], [-0.15, 0.09, 0.40], [-0.38, 0.17, 0.10], [-0.23, 0.16, -0.58], [0.34, 0.20, -0.20], [-1.25, -0.19, 0.70], [1.53, 0.40, -1.00], [0.01, -0.46, -0.29], [-0.08, 0.26, 0.87], [-0.22, 1.16, -1.20], [-0.18, -0.99, -0.02], [0.02, 0.04, 0.17], [0.12, -0.10, 0.30], [-0.17, -0.22, 0.10], [0.30, -0.19, 0.21], [0.04, -0.18, 0.12], [-0.26, 0.31, 0.21], [-0.02, 0.31, -0.20], [0.16, -0.16, 0.02], [1.78, 1.76, 1.58], [-2.21, -2.05, -2.20], [-0.73, -0.29, 0.07], [1.23, 1.42, -0.99], [-1.02, -0.66, 0.04], [1.04, 0.25, 1.56], [0.17, -0.41, 0.39], [0.14, -0.87, 0.13], [-0.14, -0.18, 0.09], [-0.08, 0.14, 0.19], [0.31, 0.05, 0.02], [0.10, 0.08, -0.31], [-0.36, 0.56, -0.77], [-0.23, 0.21, 0.21], [-1.92, 1.07, 1.63], [1.73, 1.46, -0.63], [0.60, -1.57, -1.98], [1.48, -0.47, -0.12], [-0.15, 0.05, -0.05], [-1.05, 0.28, 0.92], [-0.85, -0.91, 0.29], [0.11, -0.40, -0.15], [0.52, 0.02, 0.31], [0.07, 0.26, -0.23], [-0.37, 0.17, -0.03], [-0.10, -0.20, 0.05], [-0.02, 0.47, -0.05], [-0.07, -0.23, 0.05], [-0.58, -1.66, 2.22], [-0.32, 0.94, -1.60], [1.36, 1.66, 0.82], [-0.22, -0.76, -0.98], [0.76, 0.26, -0.18], [-0.20, -1.50, -0.21], [-0.55, -0.11, -0.40], [0.17, 0.19, 0.25], [0.03, 0.11, 0.14], [-0.23, 0.16, -0.02], [0.08, 0.02, 0.00], [-0.13, -0.17, -0.19], [0.05, 0.46, -0.20], [-0.22, 0.38, 0.36], [0.49, -0.29, -0.90], [1.99, 0.81, 1.46], [-1.54, 0.10, 0.04], [-0.17, -1.01, 0.31], [-0.94, 0.15, 0.80], [0.96, -0.06, -0.22], [0.27, 0.11, 0.22], [0.16, 0.15, -0.43], [0.03, -0.01, 0.09], [-0.10, 0.06, -0.29], [-0.09, 0.30, 0.13], [-0.43, -0.37, -0.58], [0.14, -0.28, -0.20], [-0.78, 0.35, -0.43], [-0.32, -0.98, 0.08], [0.28, 2.41, 0.03], [-0.84, -1.17, 0.18], [-0.17, -0.76, -1.07], [0.14, 0.69, 0.19], [-1.08, 0.87, -0.31], [0.20, 0.31, 0.14], [0.06, -0.20, 0.12], [0.24, -0.22, 0.00], [0.45, -0.11, 0.48], [-0.05, 0.54, 0.17], [0.06, -0.21, -0.27], [0.16, -0.56, -0.13], [0.87, -0.61, 0.36]], "total_charge": 0, "gap_ev": 9.602, "e_lumo_ev": 0.069}